No. 1
Here is a molecular structure, C14H20F6IrN4O2S in a non-equilibrium geometry from the OMol25 dataset. Energies are from ωB97M-V/def2-TZVPD.

Last column: Löwdin charge in e.
Atoms and positions in Å:
C  -0.04309  1.91816  0.27895  -0.3872
H  4.59451  -1.63474  -0.34235  0.1638
H  -4.52159  -0.80464  -1.84235  0.1085
H  1.04551  3.05376  -1.90845  0.1070
C  0.71361  2.13866  2.61955  -0.0305
H  0.18261  2.45516  3.51915  0.1093
H  -4.50889  -2.54214  -1.49055  0.1094
C  -4.14919  -1.77324  -2.17095  0.0564
H  0.16071  1.17566  -1.52135  0.0460
N  0.10861  0.91256  -0.54105  0.0335
C  0.12341  3.49576  -1.52955  -0.0155
N  -0.06179  3.19896  -0.12695  -0.1170
Ir  -0.02359  -1.31444  -0.60655  1.4953
N  2.80561  -1.90314  0.62615  -0.2060
F  -2.34829  0.58726  -2.45885  0.1481
C  -2.10249  -0.58964  -3.05755  -0.5755
C  -0.56259  4.29246  0.67075  -0.0107
H  -4.50379  -1.98414  -3.17695  0.1156
C  -2.61669  -1.75344  -2.15845  -0.4523
N  -0.21819  1.65966  1.63375  -0.1748
F  -2.09469  -3.11974  -4.08325  0.2124
O  2.17081  -1.69424  -0.48575  -0.2373
H  0.16481  5.10586  0.69205  0.1123
H  0.18091  4.57236  -1.66295  0.1083
F  -0.74949  -3.19484  -2.38825  0.0762
C  2.13401  -2.17584  1.78305  -0.5599
H  -0.79919  3.99176  1.68565  0.0900
C  2.84511  -2.36884  2.97125  -0.0293
H  -1.47259  4.68456  0.20855  0.1138
F  -2.59239  -0.54164  -4.27105  0.2266
H  -1.71769  0.94636  2.85215  0.1200
C  -1.06699  0.59496  2.04535  -0.0889
H  1.31951  2.95556  2.23835  0.1031
H  5.95351  -1.93144  1.74225  0.1402
C  4.14711  -1.83034  0.62265  0.0495
C  4.22261  -2.27744  2.97965  0.0093
H  -1.67479  0.23686  1.21305  0.0800
F  -2.68369  -4.14444  -2.29175  0.2070
O  -2.07789  -1.58204  -0.93055  -0.2028
C  -2.05339  -3.08724  -2.76375  -0.5736
H  2.29061  -2.58774  3.87095  0.1297
H  1.38201  1.32336  2.92205  0.0939
F  -0.74059  -0.63454  -3.14025  0.0867
S  0.40911  -2.27504  1.75885  0.9214
H  -0.72519  3.13006  -2.11655  0.1082
H  4.77481  -2.41984  3.89695  0.1378
C  4.87761  -2.00384  1.77905  0.0390
H  -0.49849  -0.26094  2.45585  0.0029

Values from the calculation:
- spin multiplicity = 6
- total charge = +2
- HOMO-LUMO gap (alpha / beta) (Eh) = 0.3227 / 0.1721
- LUMO energy (alpha / beta) (eV) = -6.65 / -10.43
- HOMO energy (alpha / beta) (eV) = -15.434 / -15.113
- relative energy (zero: lowest compared OMol25 entry of this formula, charge and spin) (kcal per mole) = 30.9
- total energy (eV) = -54856.3321
- molar mass (u) = 614.61
- <S²> = 8.784

***

No. 2
Here is a molecular structure, C14H20F6O10Ti in a non-equilibrium geometry from the OMol25 dataset. Energies are from ωB97M-V/def2-TZVPD.

Last column: natural (NBO) charge in e.
Atoms and positions in Å:
F  -4.29776  2.93970  -5.84588  -0.3440
C  -1.85759  -8.28151  -1.43052  -0.1152
O  6.31282  -2.02832  2.70216  -0.5091
F  -4.31609  0.95294  -6.42809  -0.3416
H  -0.77224  5.53495  1.64633  0.2058
H  -0.19434  3.03882  -6.92896  0.1543
F  -1.05415  3.83946  6.49433  -0.3314
H  0.33149  5.50927  -6.45631  0.1821
C  -2.19247  2.83583  4.53587  0.2929
C  -0.50804  -6.60611  -0.77543  0.9617
C  5.97537  -3.88077  4.05678  -0.0975
C  -1.60899  5.07965  3.58404  -0.0619
H  -1.75558  -8.77740  -2.39582  0.1981
H  -2.91746  -8.11551  -1.23763  0.2129
O  -1.42085  3.63880  3.64173  -0.5803
C  -0.93763  3.66873  -6.44026  -0.0810
Ti  -0.75663  0.17262  0.35448  0.9727
H  -2.63841  5.43178  3.51770  0.1539
H  7.29965  -2.16933  4.53424  0.1838
O  -2.27822  1.08416  -4.23314  -0.8961
H  -3.09301  3.39798  4.78309  0.0905
O  -1.42258  -6.90730  -1.64002  -0.4682
O  4.12352  -1.45614  2.32815  -0.5722
H  -1.75025  1.34691  -6.21904  0.0429
H  -0.10399  -9.50022  -0.74851  0.1995
C  -1.45260  2.75297  5.84154  0.9176
H  -1.42597  -9.15578  0.40401  0.1945
C  4.91585  -2.25349  2.86284  0.9715
H  5.97582  -4.86083  3.57972  0.1957
C  -0.77567  5.97714  2.64260  -0.6205
H  7.91655  -3.28492  3.26769  0.1946
H  -1.70631  4.03354  -7.12153  0.1705
H  -0.77724  5.39613  -5.12513  0.2085
H  0.26149  5.94312  2.97613  0.1977
C  7.04429  -2.75606  3.65183  -0.0875
O  -2.47195  1.64923  3.84937  -0.9099
H  5.96255  -4.02968  5.13648  0.1971
F  -0.36684  1.98040  5.60349  -0.3385
H  -1.16956  5.39519  4.53032  0.1541
F  -3.38677  2.38591  -7.64024  -0.3556
O  -0.15731  -5.42620  -0.56723  -0.6185
C  -0.16673  4.79594  -5.79978  -0.6117
C  -0.83989  -8.76322  -0.42697  -0.1040
C  -3.52159  2.02495  -6.34746  0.9076
O  -0.09586  -7.63290  -0.16440  -0.4608
H  -1.24586  6.94879  2.79400  0.2086
O  -1.41039  3.02915  -5.25117  -0.5652
F  -2.30011  2.10289  6.70753  -0.3541
H  0.59274  4.38003  -5.13772  0.2052
C  -2.27628  1.84191  -5.40272  0.3268
O  4.71095  -3.22324  3.73734  -0.4764

Values from the calculation:
- spin multiplicity = 4
- total charge = -1
- HOMO-LUMO gap (alpha / beta) (Eh) = 0.1612 / 0.1740
- LUMO energy (alpha / beta) (eV) = 0.53 / 0.88
- HOMO energy (alpha / beta) (eV) = -3.853 / -3.853
- total energy (eV) = -74728.5103
- molar mass (u) = 510.16
- <S²> = 3.751

***

No. 3
Here is 2 unconnected molecules or ions with the total composition C14H20N in a non-equilibrium geometry from the OMol25 dataset. Energies are from ωB97M-V/def2-TZVPD.

Last column: natural (NBO) charge in e.
Atoms and positions in Å:
H  1.48754  -0.03806  -1.62959  0.2317
C  2.60361  -2.36956  0.41166  -0.4045
C  0.60806  2.87784  0.77788  -0.4280
H  -0.04490  1.57647  -1.56634  0.1868
C  0.49793  -1.12343  0.39933  0.0611
H  3.06704  -1.00008  -1.79811  0.2290
C  -0.66174  0.00370  2.03403  -0.0651
H  1.68667  2.72181  0.45092  0.1885
H  3.56558  -2.28247  -0.05532  0.2244
H  -4.49915  -0.18961  -0.39951  0.2363
C  -0.48862  2.78732  0.07750  -0.1633
C  -0.43842  2.58256  -1.38949  -0.6477
H  -3.13753  -1.22622  -2.34705  0.2257
C  -0.73142  -0.84150  -0.04237  -0.0181
C  -3.41817  -0.38413  -0.41181  -0.2104
H  0.25144  3.28836  -1.74790  0.2333
H  -3.66570  0.31641  1.55787  0.2454
H  0.91611  -1.08633  2.61900  0.2772
H  2.77546  0.07518  -0.34239  0.2253
H  -0.80274  -1.89634  -1.94937  0.1972
C  -1.53158  -0.21693  1.01058  -0.0958
H  -1.44922  2.62174  -1.71282  0.2228
H  1.56305  0.36982  1.79560  0.2848
H  2.68678  -1.94907  1.35525  0.2298
H  -1.51437  2.91786  0.41803  0.2121
N  1.60109  -1.62226  -0.40587  -0.3427
H  1.23162  -2.24161  -1.11730  0.4331
C  -2.66958  -0.94676  -1.49039  -0.1402
H  0.55854  2.85463  1.90664  0.2002
C  -2.90218  -0.02336  0.81780  -0.1732
H  2.29897  -3.44873  0.48118  0.2434
C  2.32424  -0.50483  -1.18815  -0.3800
H  -1.10044  0.15699  3.00901  0.2319
C  0.70777  -0.44496  1.72995  -0.5297
C  -1.37575  -1.31441  -1.25840  -0.2213

Values from the calculation:
- total charge = +1
- HOMO-LUMO gap (alpha / beta) (Eh) = 0.2637 / 0.2637
- LUMO energy (alpha / beta) (eV) = -3.96 / -3.96
- HOMO energy (alpha / beta) (eV) = -11.134 / -11.134
- relative energy (zero: lowest compared OMol25 entry of this formula, charge and spin) (kcal per mole) = 96.8
- total energy (eV) = -16322.3780
- molar mass (u) = 202.32

***

No. 4
Here is 2 unconnected molecules or ions with the total composition C14H20N2O in a non-equilibrium geometry from the OMol25 dataset. Energies are from ωB97M-V/def2-TZVPD.

Last column: natural (NBO) charge in e.
Atoms and positions in Å:
H  0.66539  -1.53143  4.62634  0.2137
H  -2.56168  0.88025  1.80681  0.2178
C  0.10905  0.92568  2.37799  -0.1120
H  -1.43991  -2.10495  -1.23150  0.1751
C  1.01164  1.82722  2.84012  0.1419
C  0.84540  -0.60845  4.05088  -0.2398
H  1.62140  -2.28988  -5.27420  0.2492
N  0.77061  3.02150  2.12995  -0.5326
H  -1.45483  0.81562  -2.05925  0.2261
H  -2.58253  -1.10046  -3.26233  0.1732
H  -0.30197  -0.64819  -0.92159  0.2067
O  0.65732  -3.40568  -2.89313  -0.6034
H  -2.00420  -0.19647  0.58916  0.2240
H  -0.38521  3.53264  0.44684  0.2080
H  0.04872  -1.48176  -5.51555  0.2062
H  -0.00123  -3.17977  -5.42078  0.2289
C  1.93033  1.55741  3.90717  -0.2320
C  0.51542  -2.32448  -4.99344  -0.7146
C  -0.48616  -1.54840  -1.50349  -0.4385
H  -0.71457  1.43001  -3.68305  0.2172
H  2.73429  2.25791  4.23712  0.2202
C  1.87922  0.28380  4.40519  -0.2161
H  0.31883  -2.21504  -1.24506  0.2533
H  -1.51694  -0.72535  -4.73871  0.2082
C  -0.04096  -0.30065  3.07052  -0.1730
H  -0.90386  -0.90676  2.83510  0.2097
C  -1.48821  0.96904  -3.15168  -0.6314
H  2.70645  -0.14228  4.92221  0.2121
C  0.14466  -2.50823  -3.52566  0.6873
H  -2.47088  1.23347  -3.56116  0.2166
C  -1.53584  -0.54569  -3.57689  -0.1905
H  -2.42907  1.43960  0.21830  0.2191
C  -1.87958  0.81684  0.90778  -0.6443
N  -0.47149  -1.38463  -2.91946  -0.4701
H  1.28135  3.87326  2.13992  0.4067
C  -0.60871  1.43718  1.27796  -0.1019
C  -0.12990  2.70752  1.08996  -0.0209

Values from the calculation:
- total charge = 0
- HOMO-LUMO gap (Eh) = 0.3228
- LUMO energy (eV) = 0.80
- HOMO energy (eV) = -7.981
- SMILES string = Cc1c[nH]c2ccccc12.CCN(C)C(C)=O
- relative energy (zero: lowest compared OMol25 entry of this formula, charge and spin) (kcal per mole) = 64.1
- total energy (eV) = -19868.4142
- molar mass (u) = 232.33